7
Properties=species:S:1:pos:R:3:forces:R:3 method="wB97M-V/def2-TZVPD" de_lowest_kj_mol=29.21 max_force_ev_per_a=2.92 e_lumo_ev="-1.59 / -2.30"
O 0.55070 1.86036 0.34400 1.154 1.289 -0.720
N 0.54939 0.72601 0.54991 -2.455 -0.045 1.572
O 1.11539 -0.26584 0.31265 1.347 -1.159 -0.489
Br 3.23262 -0.13086 -0.58481 0.391 0.095 -0.283
O -1.63107 -1.65554 -0.87021 -0.227 -0.380 0.114
C -1.84278 -0.74915 -0.18556 0.394 -0.150 -0.800
O -1.97425 0.21501 0.43403 -0.603 0.350 0.606